Record 1
Below is a molecular structure, C22H41BrIrNP3S, with properties calculated with wB97M-V/def2-TZVPD.

Geometry as XYZ:
```
70
Properties=species:S:1:pos:R:3:lowdin_spin:R:1
Ir -0.6398 0.1505 -1.0078 1.7164
H 0.7011 3.0979 -1.6135 0.0014
H 1.5708 -4.1075 -1.1334 -0.0002
H 1.6272 -0.9372 -2.6759 0.0197
H 1.1230 -0.5617 -4.3471 0.0037
C -0.1831 -4.0152 -5.4292 0.0130
H -1.2201 3.7572 -0.7647 0.0002
S -1.9782 -1.4833 -2.8632 0.7319
C -2.4203 -2.3279 -5.3956 0.1052
C -3.8836 1.0086 -1.3389 0.0571
H -1.9494 3.2706 -2.3379 0.0002
H -4.1621 0.0523 -0.8794 0.0006
H -1.0498 0.6591 -4.8621 0.0010
C 1.4416 -0.1292 -3.3959 0.0607
H 0.6681 -4.6930 -5.4274 -0.0016
C -1.5786 -3.1220 1.6627 -0.0009
H -2.9726 3.8711 -0.9916 0.0055
H 4.2040 -2.6646 -0.3231 0.0000
C -1.5659 -2.3844 -4.2655 0.1817
H 4.4422 0.9117 0.2699 0.0033
H -0.5264 0.5577 1.8793 0.0027
C 1.9364 2.8853 1.2861 0.0201
C -1.0268 -3.9366 -6.5449 0.1802
H 2.9855 -3.7617 -2.3015 0.0000
C 3.5055 0.9018 -0.3070 0.0129
H -1.0546 -0.6680 3.9568 -0.0001
C -2.7692 1.9450 1.1530 0.0328
H 3.4148 -0.0791 -0.7899 0.0014
H 2.2523 -0.8859 2.1098 0.0012
P -2.3205 1.6015 -0.5886 0.1875
H 2.7243 -3.1232 0.7282 -0.0001
C -1.1412 -1.1987 3.0085 -0.0005
C -2.1701 -3.1246 -6.5038 0.0108
P 2.1311 1.1468 0.8204 0.1419
H 0.7848 0.7582 0.1937 0.0855
N -0.9803 -1.0503 0.6318 0.0431
H 0.2315 -3.2560 -3.4374 0.0028
H 2.3583 0.4504 -3.5492 0.0035
H -0.6050 2.3593 -4.5907 0.0004
C 2.5166 0.1655 2.2961 0.0211
H 2.1356 2.3371 -2.3709 0.0005
Br -1.9791 -4.9624 1.4794 -0.0008
C -1.3243 -2.3540 0.5161 0.0275
C 2.5814 -3.7110 -1.2886 0.0020
P 0.1646 1.0054 -2.7883 0.0939
H -3.5721 2.6920 1.1746 0.0062
H -4.6735 1.7448 -1.1338 0.0091
H 3.5960 0.1976 2.5272 0.0057
C 1.0705 2.5593 -2.4931 0.0125
H -2.0079 1.6521 -3.7399 0.0017
H -3.7749 0.8700 -2.4223 0.0018
H 2.2158 3.0312 2.3377 0.0026
H -2.8878 -3.1353 -7.3238 -0.0014
H -1.9041 2.3569 1.6835 0.0002
H 0.8813 3.2079 1.1688 0.0026
H 0.9180 3.1910 -3.3776 0.0017
H -0.8100 -4.5309 -7.4363 0.0074
H 3.5326 1.6955 -1.0625 0.0000
C -1.5136 -2.5376 2.9271 0.0142
H -3.1075 1.0296 1.6548 0.0002
H 1.9605 0.5347 3.1774 -0.0001
C -0.9971 1.4516 -4.1128 0.0062
C -2.0816 3.2860 -1.2500 0.0244
C 3.2030 -3.1101 -0.2590 0.0016
H -3.2845 -1.6599 -5.3591 0.0033
H -1.3959 -2.7418 -0.4994 0.0100
H 2.5549 3.5274 0.6445 0.0014
H -1.7423 -3.1085 3.8180 0.0007
C -0.4302 -3.2404 -4.3000 0.0987
C -0.8464 -0.4900 1.8515 0.0199
```

Calculated values
* HOMO (alpha / beta): -15.263 / -17.141 eV
* E_tot: -136523.828 eV
* E_LUMO (alpha / beta): -8.21 / -11.70 eV
* Kohn-Sham gap (alpha / beta): 0.2592 / 0.2001 Ha
* energy above the lowest of the compared OMol25 structures with the same formula, charge and spin: 110.46 kJ/mol
* total charge: +3
* ⟨S²⟩: 6.04
* spin multiplicity: 5

---

Record 2
Below is a molecular structure, C22H41BrNP3SeW, with properties calculated with wB97M-V/def2-TZVPD.

Geometry as XYZ:
```
70
Properties=species:S:1:pos:R:3:lowdin_spin:R:1
H -2.9867 3.3321 -0.7075 -0.0005
C -1.1033 3.6994 1.1835 0.0096
H -0.1665 4.2046 1.4485 0.0001
H -2.6652 -6.1198 -0.3566 0.0000
C 0.1652 -1.9730 0.1902 0.0178
H 2.9619 -1.5151 -2.0039 -0.0001
C 3.1281 2.5658 0.4086 0.0458
H 2.4180 3.2740 0.8598 -0.0002
H -1.7054 -3.8460 -0.3330 0.0001
C -0.2425 0.0742 -3.3950 -0.0017
C -4.4602 -5.5525 -1.4591 0.0171
H 2.7006 1.5030 3.1725 0.0002
H 2.3720 -2.0933 0.3999 0.0099
H 4.0899 -1.1402 0.2203 0.0002
C -0.7323 -0.6500 3.0171 0.0130
C -0.1113 3.6185 -1.4188 0.0104
C -2.5264 2.3369 -0.7560 0.0005
H 1.7757 2.3416 -2.7716 -0.0002
H -3.0764 1.6355 -0.1211 -0.0003
N -0.1339 0.3374 2.3013 0.0280
H 1.4294 -2.3650 -2.3321 0.0005
H 0.1910 -2.4380 -0.7893 0.0107
C 2.0054 -1.4581 -2.5407 0.0287
C -0.9651 -0.5231 4.3867 -0.0005
C -3.3712 -2.9213 -1.3589 0.0226
C -2.6761 -4.0312 -0.7945 0.0067
H 3.1662 2.7484 -0.6753 0.0001
W 0.4343 0.1341 0.2171 1.3415
P 1.0598 0.0600 -2.1188 0.0427
C -4.6211 -3.1838 -2.0089 -0.0001
H 0.2116 -0.3339 -4.3129 -0.0006
H 4.2147 0.1357 -1.0281 0.0000
H -0.7271 4.5326 -1.4161 0.0014
H 0.9207 3.8888 -1.1555 -0.0001
C -0.6751 0.6689 5.0498 0.0164
H 2.2078 -1.4154 -3.6213 0.0032
Se -2.7780 -1.1948 -1.2405 0.0203
H -0.5826 -2.4351 0.8232 0.0022
H -1.5000 3.2104 2.0793 0.0001
H -1.8296 4.4538 0.8434 0.0007
C 3.1848 0.7258 2.5687 0.0075
H 0.7310 2.2655 2.3734 0.0059
H 5.0416 0.3255 0.5342 -0.0002
H -0.9756 -1.5662 2.4697 0.0010
Br 0.2651 3.3997 5.0749 -0.0014
H -0.1290 3.1892 -2.4299 -0.0001
H -4.8749 -6.5548 -1.4948 0.0006
C 0.2213 1.4892 2.9539 0.0265
H -6.1047 -4.6336 -2.5595 0.0002
H -1.1337 -0.4499 0.1526 0.0891
C 2.2011 1.3312 -2.8257 -0.0017
H 2.9352 -0.2550 2.9863 0.0000
C -3.2252 -5.3118 -0.8242 0.0038
H -2.5375 1.9463 -1.7748 0.0003
H 4.1288 2.7621 0.8282 0.0079
C 4.1318 -0.0566 0.0458 0.0016
C -0.0913 1.6778 4.2967 0.0007
H 1.4506 -1.8315 1.9597 0.0088
C -5.1499 -4.4733 -2.0507 0.0061
H -0.8650 0.7908 6.1120 0.0007
H 3.1863 1.3376 -2.3411 -0.0001
H 2.3454 1.0781 -3.8900 -0.0005
H -5.1611 -2.3479 -2.4671 0.0004
H -1.1024 -0.5503 -3.0887 -0.0012
P 2.7053 0.8214 0.8036 0.0863
H 4.2734 0.8672 2.6282 0.0014
H -1.3314 -1.3908 4.9290 -0.0002
H -0.5881 1.1034 -3.5689 -0.0001
P -0.8062 2.4639 -0.1561 0.0285
C 1.4579 -1.7196 0.8690 0.0820
```

Calculated values
* HOMO (alpha / beta): -19.733 / -19.723 eV
* E_tot: -190004.975 eV
* E_LUMO (alpha / beta): -15.11 / -15.28 eV
* Kohn-Sham gap (alpha / beta): 0.1699 / 0.1633 Ha
* energy above the lowest of the compared OMol25 structures with the same formula, charge and spin: 49.15 kJ/mol
* total charge: +4
* ⟨S²⟩: 2.02
* spin multiplicity: 3

---

Record 3
Below is 5 unconnected molecules or ions with the total composition C22H41BrO15S, with properties calculated with wB97M-V/def2-TZVPD.

Geometry as XYZ:
```
80
Properties=species:S:1:pos:R:3:mulliken_charge:R:1
H -1.4448 -1.0590 -3.4359 0.2200
H 1.3761 5.1730 -5.4884 0.2506
O 0.1691 -0.7996 1.0751 -0.3593
H -2.0313 -0.2389 -4.8907 0.3637
O -4.3838 -7.9770 5.9532 -0.5743
H -4.2670 0.8761 7.0948 0.2901
H -2.0317 -8.4991 5.2267 0.2987
C 9.3593 7.0201 -6.7669 -1.2086
C -2.3126 -2.8310 2.4480 -0.0668
O -2.0391 -0.9006 0.6015 -0.5696
O -4.0067 -3.3494 7.7944 -0.2078
H -3.5703 -4.3966 1.6759 0.3091
C 7.3234 6.3185 -8.2406 -0.9727
H -2.3304 -10.2483 3.4364 0.3744
H -2.8157 -3.4020 0.4239 0.3433
H -6.1643 0.1376 8.5514 0.2889
O -1.0536 -2.1973 2.1747 -0.3933
H -6.7685 -6.5882 5.5936 0.3078
C 5.8838 6.4868 -7.8140 -0.1351
H -2.8045 -4.4246 9.1168 0.3369
C -4.1696 -7.1012 5.1553 0.6849
O -3.1809 -1.9223 9.3413 -0.5599
C 1.4471 3.0340 -5.7178 -0.0629
C -6.0021 -5.8751 5.8942 -0.6661
C 1.0810 4.2801 -4.9417 -1.0603
H 9.2067 7.1707 -5.7131 0.3385
C -3.0226 -9.4116 3.5290 -1.1120
H 1.5760 4.2837 -3.9704 0.2761
H 5.4094 6.7323 -8.7673 0.3614
H -2.0547 0.5966 -3.3108 0.3119
O -3.1967 -7.0842 4.2437 -0.2603
H -5.7179 -6.0372 6.9314 0.2917
H -4.3335 1.7963 8.6106 0.3545
S 6.3200 8.2368 -5.5201 -0.2118
H -3.3638 -9.1231 2.5337 0.2819
H 7.3769 5.6376 -9.0735 0.4093
O 4.2276 7.0482 -6.3850 -0.3921
O 5.1489 5.3196 -7.4279 -0.2951
H 10.3802 6.7051 -6.8869 0.3419
C -2.6606 -3.8643 1.3983 -1.0616
H -6.3975 -4.8687 5.7924 0.2207
H 7.0759 9.1952 -6.0851 0.1310
C -2.9018 -4.2187 8.0533 -0.5611
C -0.0992 1.4652 -4.9141 0.7531
C 5.3880 7.6621 -6.9556 0.1677
H -3.1024 -5.1489 7.5275 0.0397
H -0.3944 0.9823 0.1467 0.2849
H -3.0969 -2.0810 2.5485 0.3124
H 0.0069 4.3269 -4.7600 0.3954
H -5.0337 -0.2997 9.8236 0.3144
H -1.9823 -3.7820 7.6662 0.3154
O 3.9612 5.0188 -5.5894 -0.4202
Br 7.7383 4.9275 -5.6575 -0.1275
C 0.3133 0.1644 0.0299 -0.5635
O -5.0248 -1.4723 8.1063 -0.3624
H -2.1964 -3.3144 3.4164 0.2069
O 1.1768 1.8390 -4.9648 -0.3903
O -4.8694 -5.9719 5.0266 -0.2542
H -1.8492 -4.5855 1.2891 0.2888
H -3.8946 -9.7477 4.0885 0.3108
H 5.0788 8.4076 -7.6690 0.4153
H 1.3217 0.5632 0.0932 0.2477
H 9.0345 5.1864 -7.7292 0.4547
C -1.0733 -1.2647 1.2228 0.7894
C -4.1624 0.8103 8.1787 -1.1003
H -3.1351 0.5165 8.3902 0.3164
C -2.3497 -8.2424 4.2163 -0.2150
O -1.0286 2.0144 -5.4476 -0.5548
C -1.5107 -0.1015 -3.9456 -0.7028
H 7.6209 7.2805 -8.6351 0.3619
O -0.1766 0.3660 -4.1551 -0.3471
H 0.1845 -0.3134 -0.9405 0.2312
H -1.4635 -7.9456 3.6580 0.3103
H 9.1609 7.9247 -7.3201 0.2801
H 0.9346 2.9939 -6.6795 0.2869
H 2.5156 3.0251 -5.9139 0.2570
C -5.1453 -0.1927 8.7448 -0.1743
C 4.4057 5.6860 -6.3912 0.4759
C 8.4029 5.8886 -7.2201 0.0317
C -3.9912 -2.2162 8.5016 0.7077
```

Calculated values
* HOMO: -9.625 eV
* E_tot: -135069.254 eV
* E_LUMO: 0.21 eV
* Kohn-Sham gap: 0.3615 Ha
* SMILES string: C[C@@H](Br)C[C@H]1OC(=O)O[C@H]1S.CCOC(=O)OC.CCOC(=O)OC.CCOC(=O)OC.CCOC(=O)OC
* spin multiplicity: 1